No. 1
A molecular structure, CH30F3NaO18S, computed with ωB97M-V/def2-TZVPD.

Summary:
**Highest occupied orbital energy**: -8.051 eV
**HOMO-LUMO gap**: 6.4908 eV
**Energy relative to the best compared isomer or geometry (same formula, charge and spin)**: 2258.49 kJ/mol
**E_LUMO**: -1.56 eV
**Strongest force on any atom**: 15.7 eV/Å

Last column: Mulliken charge in e.
Positions of all 54 atoms, in Å:
Na1 -0.126408 -0.770417 3.052361  1.13
C1 0.089087 1.552205 -0.115844  -0.22
F1 -0.980487 2.299274 -0.003741  -0.35
F2 0.498266 1.610061 -1.357579  -0.26
F3 1.174955 1.945290 0.543035  0.28
S1 -0.246620 -0.299929 0.353694  -0.85
O1 -1.109588 -0.798627 -0.710396  -0.72
O2 1.056125 -0.987012 0.396394  1.52
O3 -0.879313 -0.349424 1.722681  -0.33
O4 -1.557305 -2.192312 -2.515280  -0.68
H1 -1.088280 -1.424207 -2.189304  0.41
H2 -1.882407 -1.927665 -3.375802  0.27
O5 -0.937724 2.038917 -2.960436  -0.73
H3 -0.072950 2.411488 -2.788417  0.56
H4 -0.833607 1.560429 -3.782905  0.26
O6 3.000040 1.499644 -0.039635  -1.04
H5 3.029745 1.516762 0.916957  0.52
H6 2.071731 1.595015 -0.252659  0.38
O7 -0.313070 -0.342079 -2.597413  -0.83
H7 -0.718792 -0.381471 -1.731339  0.92
H8 0.422986 0.260425 -2.490434  0.29
O8 1.013773 3.128496 -2.891587  -0.58
H9 1.416333 3.482363 -3.684651  0.34
H10 1.461028 2.294657 -2.746967  0.37
O9 2.817623 2.321866 2.084982  -0.65
H11 2.264404 2.952518 1.624060  0.37
H12 2.337423 2.124011 2.889034  0.31
O10 -2.720170 0.813686 0.033945  -0.61
H13 -3.421857 0.508712 -0.541269  0.37
H14 -2.068325 1.186569 -0.559583  0.19
O11 -3.018332 -1.094186 1.451236  -0.65
H15 -3.371351 -0.870291 2.312335  0.30
H16 -2.435031 -0.366859 1.234476  -0.14
O12 -0.998266 -2.309116 2.318503  -0.61
H17 -1.323641 -2.638035 3.156469  0.29
H18 -1.771731 -1.947179 1.886099  0.45
O13 1.553094 -1.624654 2.366361  -0.64
H19 2.124004 -2.350476 2.618307  0.26
H20 2.136966 -0.996419 1.941361  0.24
O14 0.245294 -3.062640 0.645206  -0.94
H21 0.624120 -2.272237 0.260515  0.15
H22 -0.123847 -2.770684 1.478709  0.46
O15 -2.652903 2.122726 1.625203  -0.83
H23 -2.740180 1.594407 0.831803  0.73
H24 -2.293834 1.520140 2.276498  0.23
O16 3.091197 -1.204747 0.563658  -0.86
H25 2.276691 -0.963969 1.005084  0.18
H26 3.467759 -0.370653 0.283116  0.55
O17 3.021821 -0.496844 -1.655470  -0.62
H27 2.805147 -1.406496 -1.859955  0.38
H28 2.400359 -0.250266 -0.970480  -0.20
O18 -2.371175 -2.283564 -0.184683  -0.95
H29 -2.834767 -1.704609 0.420402  0.74
H30 -1.508007 -1.882595 -0.286652  0.85

Forces on atoms 1 to 3 (eV/Å):
Na 5.7 -1.0 11.7
C -0.8 -1.4 -0.2
F 2.1 1.2 0.2


No. 2
7 unconnected molecules or ions with the total composition C23H26Cl6N4, computed with ωB97M-V/def2-TZVPD.

Summary:
**Structure (SMILES)**: c1ccncc1.c1ccncc1.c1ccncc1.c1ccncc1.ClCCl.ClCCl.ClCCl
**Highest occupied orbital energy**: -9.265 eV
**HOMO-LUMO gap**: 9.8511 eV
**Energy relative to the best compared isomer or geometry (same formula, charge and spin)**: 0.00 kJ/mol
**E_LUMO**: 0.59 eV
**Strongest force on any atom**: 1.7 eV/Å

Last column: Mulliken charge in e.
Positions of all 59 atoms, in Å:
N1 1.025700 -1.148834 5.229625  -0.60
C1 1.060177 0.180694 5.412334  -0.33
C2 1.153870 1.096445 4.385794  -0.53
C3 1.357925 0.604352 3.096229  -0.19
C4 1.479263 -0.758379 2.877009  0.01
C5 1.296784 -1.575447 3.992975  -0.48
H1 0.907711 0.521206 6.431064  0.37
H2 1.056022 2.171532 4.445569  0.40
H3 1.462184 1.281248 2.254890  0.42
H4 1.710735 -1.192435 1.923124  0.36
H5 1.121903 -2.637164 3.850930  0.56
N2 -3.352699 1.660620 -2.436528  -0.16
C6 -4.653394 1.415216 -2.583324  -0.29
C7 -5.292448 1.554786 -3.802401  -0.48
C8 -4.513829 1.906082 -4.908688  -0.28
C9 -3.146686 2.074865 -4.778478  -0.65
C10 -2.620076 1.995360 -3.491704  0.48
H6 -5.211544 1.207254 -1.677007  0.36
H7 -6.357493 1.370155 -3.833285  0.39
H8 -5.078419 1.947841 -5.832876  0.36
H9 -2.555686 2.302365 -5.654114  0.39
H10 -1.570693 2.118744 -3.251482  -0.09
N3 2.053298 0.056950 -1.227242  -0.64
C11 1.177646 -0.633050 -0.487752  -0.53
C12 -0.094890 -0.195590 -0.189423  -0.32
C13 -0.450717 1.072902 -0.608748  0.37
C14 0.439536 1.845610 -1.349513  -0.08
C15 1.671071 1.252688 -1.650254  -0.33
H11 1.510832 -1.605652 -0.140701  0.65
H12 -0.648200 -0.822511 0.498110  0.21
H13 -1.337408 1.523471 -0.181764  -0.04
H14 0.210682 2.841881 -1.699143  0.56
H15 2.353977 1.731645 -2.343969  0.16
N4 2.428778 -3.710998 1.731755  -0.15
C16 3.764687 -3.625405 1.761139  -0.06
C17 4.627790 -4.570783 1.210356  -0.69
C18 4.072128 -5.727309 0.671509  -0.18
C19 2.697549 -5.870874 0.726460  -0.55
C20 1.922344 -4.831802 1.212620  -0.23
H16 4.133007 -2.735987 2.255058  0.37
H17 5.695705 -4.411087 1.225166  0.37
H18 4.747276 -6.470370 0.269575  0.37
H19 2.241989 -6.836280 0.543658  0.35
H20 0.849893 -4.977973 1.251651  0.41
C21 2.578036 3.690777 -5.317830  -0.34
Cl1 3.475094 3.822533 -3.789713  -0.15
Cl2 1.069281 2.811562 -5.037779  -0.08
H21 2.426182 4.678951 -5.737635  0.28
H22 3.215915 3.142428 -6.003463  0.29
C22 -2.916207 3.754768 0.186086  0.03
Cl3 -3.699831 2.482836 1.093380  -0.15
Cl4 -1.459017 4.464757 0.959006  -0.17
H23 -2.734613 3.521482 -0.860039  -0.09
H24 -3.656802 4.549497 0.091270  0.36
C23 -2.224657 -1.562556 3.891410  0.09
Cl5 -2.286285 -2.186303 2.250882  -0.18
Cl6 -3.477134 -2.297239 4.875480  -0.18
H25 -1.284788 -1.782676 4.385575  0.00
H26 -2.371431 -0.486800 3.885172  0.23

Forces on atoms 1 to 3 (eV/Å):
N 0.7 0.7 -0.3
C -0.6 0.0 0.5
C 0.2 -0.2 -1.2


No. 3
C9H12I2N2O in the gas phase, computed with ωB97M-V/def2-TZVPD.

Summary:
**Structure (SMILES)**: C[C@@H](I)[C@H](I)[C@@H](C#N)[C@@H](C#N)CCO
**Highest occupied orbital energy**: -9.615 eV
**HOMO-LUMO gap**: 9.4736 eV
**Energy relative to the best compared isomer or geometry (same formula, charge and spin)**: 0.00 kJ/mol
**E_LUMO**: -0.14 eV
**Strongest force on any atom**: 5.3 eV/Å

Last column: Mulliken charge in e.
Positions of all 26 atoms, in Å:
C1 2.747803 -1.045058 0.493830  -1.12
C2 2.672394 -0.045223 -0.709008  -0.31
I1 3.005272 -1.236837 -2.531931  0.06
C3 1.305375 0.677169 -0.923921  -1.21
I2 1.827561 2.634367 -1.805360  0.09
C4 0.493803 0.965392 0.404820  0.49
C5 -0.055295 2.378282 0.489050  -0.27
N1 -0.726671 3.274986 0.455992  -0.44
C6 -0.668754 -0.117189 0.488598  0.35
C7 -0.714791 -0.680637 1.908433  -0.16
N2 -0.688469 -0.969935 2.990638  -0.49
C8 -2.072031 0.459231 0.161370  -1.02
C9 -3.135664 -0.648549 -0.152820  -0.71
O1 -2.606791 -1.765998 -0.866866  -0.53
H1 3.633175 -0.787921 1.112149  0.24
H2 2.959013 -2.067076 0.121506  0.46
H3 1.836266 -1.128953 1.110503  0.27
H4 3.508816 0.669345 -0.705984  0.61
H5 0.685273 0.201487 -1.704231  0.77
H6 1.102596 0.811418 1.318121  0.52
H7 -0.421939 -0.970858 -0.172325  0.46
H8 -2.073161 1.160640 -0.692659  0.46
H9 -2.449636 0.993980 1.057643  0.44
H10 -3.929128 -0.200117 -0.795155  0.37
H11 -3.650571 -1.001276 0.758715  0.34
H12 -2.584454 -1.560665 -1.811111  0.31

Forces on atoms 1 to 3 (eV/Å):
C 0.7 -0.4 -0.3
C -0.6 -0.9 -0.1
I 0.1 0.5 0.2


No. 4
4 unconnected molecules or ions with the total composition C2H12NO3, computed with ωB97M-V/def2-TZVPD.

Summary:
**Highest occupied orbital energy (spin up / spin down)**: -5.493 / -9.665 eV
**HOMO-LUMO gap (spin up / spin down)**: 6.1075 / 10.2567 eV
**Energy relative to the best compared isomer or geometry (same formula, charge and spin)**: 44.88 kJ/mol
**E_LUMO (spin up / spin down)**: 0.61 / 0.59 eV
**Multiplicity**: 2
**Strongest force on any atom**: 1.5 eV/Å
**Expectation value of S²**: 0.753

Last column: Mulliken spin population.
Positions of all 18 atoms, in Å:
C1 0.285868 -0.891480 1.213963  0.03
C2 2.048299 -1.002467 -0.445916  0.71
N1 1.441739 -0.319861 0.567107  0.25
H1 -0.184810 -0.184671 1.878423  0.01
H2 0.498425 -1.872633 1.627012  -0.02
H3 -0.522042 -0.936773 0.473637  0.01
H4 1.510289 -1.838001 -0.831896  0.03
H5 3.019190 -0.758523 -0.838853  0.01
H6 1.879912 0.443372 1.034735  -0.02
H7 -5.372599 -1.738647 3.897176  0.00
H8 -4.528045 -2.475827 2.984352  0.00
O1 -4.469401 -1.694644 3.552563  0.00
H9 2.771596 2.908399 -0.243776  0.00
H10 1.420588 3.227139 0.288486  0.00
O2 2.176101 2.653630 0.476786  0.00
H11 -1.216603 1.101815 -4.899879  0.00
H12 -0.342279 2.166987 -5.297004  0.00
O3 -0.416229 1.212186 -5.436916  0.00

Forces on atoms 1 to 3 (eV/Å):
C -0.5 0.6 -1.3
C 0.1 0.0 0.0
N -0.2 -0.1 0.4


No. 5
2 unconnected molecules or ions with the total composition CH4IN2, computed with ωB97M-V/def2-TZVPD.

Summary:
**Highest occupied orbital energy**: -13.678 eV
**HOMO-LUMO gap**: 7.7022 eV
**Energy relative to the best compared isomer or geometry (same formula, charge and spin)**: 486.75 kJ/mol
**Net charge**: +1
**E_LUMO**: -5.98 eV
**Strongest force on any atom**: 5.3 eV/Å

Last column: Mulliken charge in e.
Positions of all 8 atoms, in Å:
C1 -0.010537 -0.432567 -0.315402  0.00
N1 0.520937 -1.226551 0.514361  -0.18
N2 -0.799173 1.503551 0.074477  -0.49
I1 0.376598 2.988717 -0.099409  0.43
H1 -0.251586 -0.825286 -1.235431  0.36
H2 0.814210 -2.206308 0.415228  0.29
H3 0.649644 -1.062974 1.447387  0.27
H4 -1.300093 1.261417 -0.801212  0.33

Forces on atoms 1 to 3 (eV/Å):
C -0.4 2.5 2.4
N 0.0 -1.2 -1.4
N -0.9 -5.2 -0.5